Entry 1:
{"formula": "C22H45B2Ba2F8NO10", "method": "wB97M-V/def2-TZVPD", "elements": ["Ba", "Ba", "B", "F", "F", "F", "F", "B", "F", "F", "F", "F", "C", "C", "C", "C", "C", "C", "N", "O", "O", "H", "H", "H", "H", "H", "C", "O", "C", "C", "O", "C", "H", "H", "H", "H", "H", "H", "H", "H", "H", "H", "C", "O", "C", "C", "O", "C", "H", "H", "H", "H", "H", "H", "H", "H", "H", "H", "C", "O", "C", "C", "O", "C", "H", "H", "H", "H", "H", "H", "H", "H", "H", "H", "C", "O", "C", "C", "O", "C", "H", "H", "H", "H", "H", "H", "H", "H", "H", "H"], "xyz": [[-0.17, -3.56, 0.92], [2.13, -0.76, -3.99], [-0.08, 1.13, -4.84], [-0.18, 0.56, -3.58], [-1.24, 1.81, -5.16], [0.92, 1.97, -4.89], [0.23, 0.12, -5.78], [0.73, -0.04, -0.42], [1.04, 1.28, 0.05], [-0.61, 0.08, -0.77], [1.43, -0.41, -1.57], [0.91, -0.98, 0.55], [3.06, 2.27, 4.48], [4.02, 2.88, 5.34], [5.12, 3.53, 4.76], [5.27, 3.59, 3.35], [4.25, 3.07, 2.56], [3.17, 2.37, 3.07], [6.48, 4.24, 2.64], [6.70, 3.98, 1.46], [7.21, 4.91, 3.30], [2.19, 1.79, 4.90], [3.83, 2.64, 6.37], [5.90, 4.02, 5.32], [4.35, 3.18, 1.50], [2.42, 1.92, 2.43], [-2.05, -3.82, 4.10], [-0.79, -3.80, 3.43], [0.23, -3.89, 4.44], [1.61, -3.84, 3.73], [1.69, -2.76, 2.83], [2.03, -1.52, 3.39], [-2.88, -3.88, 3.41], [-2.21, -2.97, 4.76], [-2.14, -4.79, 4.61], [0.11, -4.75, 5.10], [0.12, -2.97, 5.02], [1.90, -4.79, 3.27], [2.36, -3.60, 4.48], [2.21, -0.82, 2.57], [2.99, -1.51, 3.91], [1.33, -1.00, 4.04], [-5.88, 3.20, 0.16], [-6.74, 2.20, -0.48], [-6.60, 2.03, -1.89], [-6.09, 0.54, -2.06], [-4.84, 0.28, -1.49], [-3.69, 0.91, -2.01], [-4.84, 2.91, 0.32], [-6.32, 3.17, 1.16], [-5.96, 4.15, -0.36], [-5.98, 2.74, -2.43], [-7.56, 2.11, -2.40], [-5.87, 0.33, -3.10], [-6.82, -0.20, -1.72], [-3.82, 1.99, -2.01], [-3.45, 0.64, -3.04], [-2.84, 0.92, -1.33], [-3.19, -5.56, 0.09], [-2.85, -4.17, 0.16], [-3.95, -3.26, 0.06], [-3.26, -1.93, 0.38], [-2.51, -1.90, 1.62], [-2.29, -0.55, 2.11], [-3.11, -6.14, 1.02], [-2.54, -6.00, -0.67], [-4.23, -5.69, -0.21], [-4.67, -3.48, 0.86], [-4.42, -3.42, -0.91], [-4.07, -1.20, 0.48], [-2.60, -1.69, -0.46], [-1.48, -0.40, 2.81], [-3.13, -0.35, 2.78], [-2.28, 0.30, 1.42], [3.14, 0.82, -7.06], [3.60, 0.51, -5.69], [4.55, 1.49, -5.24], [4.97, 1.16, -3.80], [3.82, 0.92, -3.00], [3.25, 2.02, -2.32], [3.93, 0.89, -7.82], [2.47, 1.68, -7.04], [2.44, 0.03, -7.31], [4.17, 2.51, -5.20], [5.41, 1.43, -5.91], [5.60, 1.94, -3.37], [5.53, 0.24, -3.96], [3.63, 2.02, -1.30], [2.16, 1.96, -2.35], [3.63, 3.01, -2.58]], "lowdin_spin": [0.00, 0.00, 0.00, 0.00, 0.00, 0.00, 0.00, 0.00, 0.00, 0.00, 0.00, 0.00, 0.00, 0.00, 0.00, 0.00, 0.00, 0.00, 0.00, 0.00, 0.00, 0.00, 0.00, 0.00, 0.00, 0.00, 0.00, 0.00, 0.00, 0.00, 0.00, 0.00, 0.00, 0.00, 0.00, 0.00, 0.00, 0.00, 0.00, 0.00, 0.00, 0.00, 0.04, 0.41, 0.10, 0.11, 0.21, 0.02, 0.02, 0.00, 0.01, 0.00, 0.03, 0.03, 0.00, 0.01, 0.01, 0.00, 0.00, 0.00, 0.00, 0.00, 0.00, 0.00, 0.00, 0.00, 0.00, 0.00, 0.00, 0.00, 0.00, 0.00, 0.00, 0.00, 0.00, 0.00, 0.00, 0.00, 0.00, 0.00, 0.00, 0.00, 0.00, 0.00, 0.00, 0.00, 0.00, 0.00, 0.00, 0.00], "orbital_gap_ev": [6.640, 2.670], "spin_multiplicity": 2, "s2": 0.755, "lumo_ev": [-7.968, -11.939], "charge": 3, "energy_ha": -2571.4192}

***

Entry 2:
{"formula": "C22H45BrO3Si", "method": "wB97M-V/def2-TZVPD", "elements": ["C", "C", "C", "C", "C", "C", "C", "C", "Br", "C", "C", "C", "C", "C", "C", "C", "O", "C", "C", "C", "C", "O", "Si", "C", "C", "C", "O", "H", "H", "H", "H", "H", "H", "H", "H", "H", "H", "H", "H", "H", "H", "H", "H", "H", "H", "H", "H", "H", "H", "H", "H", "H", "H", "H", "H", "H", "H", "H", "H", "H", "H", "H", "H", "H", "H", "H", "H", "H", "H", "H", "H", "H"], "xyz": [[4.35, -4.04, -1.57], [3.74, -2.82, -2.27], [4.65, -1.60, -2.21], [4.14, -0.35, -2.95], [2.64, 0.05, -2.87], [2.17, 1.18, -1.91], [1.50, 0.82, -0.56], [2.64, 0.48, 0.46], [2.35, -1.04, 1.67], [3.04, 1.69, 1.29], [4.34, 1.51, 2.06], [0.33, -0.19, -0.69], [-0.92, 0.65, -0.37], [-1.49, 1.30, -1.63], [-2.46, 0.38, -2.38], [-3.59, -0.18, -1.52], [-3.35, -1.52, -1.17], [-4.50, -2.34, -1.14], [-0.28, 1.63, 0.60], [-1.08, 2.82, 1.08], [-2.41, 2.39, 1.67], [-2.19, 1.51, 2.76], [-3.21, 0.27, 3.18], [-4.96, 0.61, 2.60], [-2.58, -1.33, 2.45], [-3.20, 0.15, 5.03], [0.88, 2.04, -0.12], [3.67, -4.89, -1.59], [5.29, -4.34, -2.04], [4.56, -3.80, -0.52], [2.78, -2.60, -1.79], [3.52, -3.07, -3.32], [5.61, -1.86, -2.66], [4.88, -1.40, -1.16], [4.75, 0.52, -2.65], [4.36, -0.52, -4.01], [2.39, 0.42, -3.87], [2.03, -0.84, -2.74], [1.44, 1.79, -2.44], [3.01, 1.85, -1.69], [3.50, 0.17, -0.12], [2.22, 1.94, 1.97], [3.15, 2.52, 0.58], [5.10, 0.99, 1.46], [4.75, 2.48, 2.35], [4.19, 0.93, 2.98], [0.44, -0.99, 0.04], [0.26, -0.66, -1.67], [-1.71, 0.05, 0.10], [-1.99, 2.25, -1.41], [-0.66, 1.55, -2.31], [-1.92, -0.46, -2.82], [-2.90, 0.94, -3.22], [-4.56, -0.09, -2.04], [-3.68, 0.41, -0.59], [-5.36, -1.83, -0.69], [-4.77, -2.67, -2.16], [-4.26, -3.22, -0.54], [0.04, 1.05, 1.49], [-0.50, 3.37, 1.83], [-1.27, 3.51, 0.25], [-3.01, 1.91, 0.89], [-2.98, 3.26, 2.02], [-5.47, 1.30, 3.27], [-5.04, 0.99, 1.58], [-5.50, -0.34, 2.63], [-3.18, -1.69, 1.61], [-2.55, -2.10, 3.22], [-1.56, -1.19, 2.07], [-2.25, -0.25, 5.39], [-3.99, -0.56, 5.34], [-3.39, 1.10, 5.53]], "mulliken_charge": [-1.42, 0.01, -0.50, -0.98, -0.51, -1.63, 1.99, -0.54, -0.12, -0.09, -1.39, -1.83, 2.21, -0.80, -1.07, -0.24, -0.27, -0.93, -0.49, -1.48, 0.08, -0.38, 0.62, -1.13, -0.55, -1.14, -0.55, 0.39, 0.35, 0.31, 0.06, 0.33, 0.47, 0.20, 0.25, 0.44, 0.27, 0.35, 0.46, 0.43, 0.23, 0.10, 0.42, 0.30, 0.39, 0.37, 0.07, 0.32, -0.19, 0.43, 0.03, 0.29, 0.51, 0.67, -0.08, 0.35, 0.36, 0.24, 0.53, 0.41, 0.38, -0.21, 0.40, 0.33, 0.36, 0.37, 0.04, 0.46, 0.04, 0.29, 0.30, 0.29], "orbital_gap_ev": 10.111, "spin_multiplicity": 1, "smiles": "CCCCCC[C@]1([C@H](Br)CC)C[C@H](CCCOC)[C@H](CCO[Si](C)(C)C)O1", "lumo_ev": 0.756, "energy_ha": -3954.5384}

***

Entry 3:
{"formula": "C22H45Cl3IN3O3", "method": "wB97M-V/def2-TZVPD", "elements": ["C", "C", "C", "C", "N", "C", "Cl", "O", "C", "O", "O", "C", "I", "C", "Cl", "C", "C", "Cl", "H", "H", "H", "H", "H", "H", "H", "H", "H", "H", "H", "H", "H", "H", "H", "C", "C", "N", "C", "C", "C", "C", "H", "H", "H", "H", "H", "H", "H", "H", "H", "H", "H", "H", "H", "H", "H", "C", "C", "N", "C", "C", "C", "C", "H", "H", "H", "H", "H", "H", "H", "H", "H", "H", "H", "H", "H", "H", "H"], "xyz": [[3.16, 3.14, 0.83], [1.83, 3.46, 0.15], [1.76, 4.96, -0.13], [0.34, 5.52, -0.29], [-0.48, 5.07, 0.84], [-1.57, 5.88, 1.20], [-1.14, 6.62, 2.87], [-1.88, 7.03, 0.47], [-3.11, 7.43, 1.04], [-3.58, 8.54, 0.91], [-3.65, 6.38, 1.76], [-2.98, 5.23, 1.25], [-3.71, 5.14, -0.87], [-3.20, 3.91, 1.96], [-2.03, 3.70, 3.29], [-3.30, 2.69, 0.97], [-4.76, 2.32, 0.79], [-2.51, 1.21, 1.63], [3.51, 2.13, 0.62], [3.92, 3.82, 0.46], [3.11, 3.33, 1.90], [1.83, 2.90, -0.78], [1.03, 3.11, 0.78], [2.18, 5.48, 0.73], [2.33, 5.24, -1.00], [-0.06, 5.10, -1.20], [0.44, 6.60, -0.35], [0.06, 4.84, 1.65], [-4.16, 3.99, 2.46], [-2.78, 2.86, 0.04], [-5.38, 3.21, 0.78], [-5.08, 1.67, 1.59], [-4.92, 1.78, -0.14], [2.63, -2.28, 3.84], [1.17, -2.07, 3.46], [0.90, -2.32, 2.06], [-0.43, -1.89, 1.65], [-1.64, -2.61, 2.26], [1.32, -3.62, 1.55], [0.73, -4.87, 2.22], [3.28, -1.65, 3.23], [2.77, -2.00, 4.89], [2.94, -3.32, 3.73], [0.91, -1.03, 3.67], [0.54, -2.69, 4.12], [-0.50, -1.95, 0.56], [-0.52, -0.82, 1.87], [-1.79, -3.59, 1.83], [-2.54, -2.03, 2.07], [-1.55, -2.71, 3.34], [2.41, -3.68, 1.62], [1.12, -3.66, 0.48], [0.70, -4.78, 3.31], [1.34, -5.74, 1.98], [-0.28, -5.08, 1.87], [1.42, -1.73, -2.19], [1.81, -2.59, -3.38], [1.47, -3.99, -3.20], [2.07, -4.86, -4.20], [1.62, -4.69, -5.66], [0.09, -4.27, -2.86], [-1.00, -3.80, -3.84], [1.87, -2.09, -1.27], [1.76, -0.70, -2.35], [0.33, -1.69, -2.06], [2.89, -2.52, -3.51], [1.36, -2.17, -4.29], [1.91, -5.90, -3.90], [3.15, -4.71, -4.16], [0.63, -5.12, -5.84], [2.32, -5.22, -6.32], [1.61, -3.64, -5.97], [-0.12, -3.82, -1.89], [-0.02, -5.34, -2.70], [-0.81, -2.79, -4.21], [-1.97, -3.79, -3.34], [-1.10, -4.47, -4.70]], "mulliken_charge": [-1.42, 0.14, -0.99, -0.70, 0.28, -0.05, -0.13, -0.34, 0.43, -0.51, -0.34, -0.11, 0.11, -0.20, -0.11, -0.02, -1.49, -0.16, 0.36, 0.35, 0.36, 0.27, 0.11, 0.40, 0.43, 0.25, 0.33, 0.44, 0.61, 0.48, 0.37, 0.43, 0.37, -1.43, -0.35, 0.33, -0.06, -1.10, -0.10, -1.22, 0.31, 0.44, 0.30, 0.39, 0.27, -0.10, 0.26, 0.25, 0.39, 0.29, 0.49, -0.35, 0.28, 0.42, 0.30, -1.21, -0.39, 0.19, -0.69, -1.00, -0.16, -1.19, 0.20, 0.46, 0.23, 0.44, 0.25, 0.34, 0.43, 0.23, 0.41, 0.27, -0.32, 0.53, 0.23, 0.43, 0.31], "orbital_gap_ev": 7.267, "spin_multiplicity": 1, "de_lowest_kj_mol": 46.6, "smiles": "CCCCN[C@@]1(Cl)OC(=O)O[C@]1(I)[C@H](Cl)[C@H](C)Cl.CCN(CC)CC.CCN(CC)CC", "lumo_ev": -0.809, "energy_ha": -2933.4461}